Record 1
The following is a quantum chemistry calculation of a single C5H8 molecule, from the OMol25 dataset.

Properties
- net charge = 0
- Kohn-Sham gap (eV) = 10.60
- energy relative to the best compared isomer or geometry (same formula, charge and spin) (kcal per mole) = 26.8
- LUMO level (hartree) = 0.0485
- structure (SMILES) = C=CC1CC1

The geometry in XYZ format:
```
13
Properties=species:S:1:pos:R:3:lowdin_charge:R:1
C 1.9261 0.3905 0.1491 -0.0041
C 1.1316 -0.6447 -0.1452 -0.1688
C -0.2992 -0.4765 -0.5061 -0.3153
C -1.3667 -0.4089 0.5700 -0.1202
C -1.0694 0.7935 -0.2727 -0.1339
H 1.4295 1.4129 0.1879 0.0653
H 3.0092 0.3192 0.3872 0.0599
H 1.5587 -1.6496 -0.1240 0.0983
H -0.5364 -1.0829 -1.3912 0.1341
H -1.0586 -0.4390 1.6065 0.1012
H -2.3202 -0.8847 0.3353 0.0963
H -1.8452 1.0416 -0.9963 0.1019
H -0.5595 1.6285 0.1994 0.0852
```



Record 2
The following is a quantum chemistry calculation of 2 unconnected molecules or ions with the total composition C3H11N3, from the OMol25 dataset.

Properties
- net charge = 0
- Kohn-Sham gap (eV) = 9.94
- energy relative to the best compared isomer or geometry (same formula, charge and spin) (kcal per mole) = 54.9
- LUMO level (hartree) = 0.0336
- structure (SMILES) = [H]/N=C/N.CCN

The geometry in XYZ format:
```
17
Properties=species:S:1:pos:R:3:lowdin_charge:R:1
H 2.4483 -3.8385 1.8443 0.0400
N 1.6956 -3.1297 1.8872 0.0154
C 2.2898 -1.9848 1.8457 -0.3713
N 1.8915 -0.8358 1.0878 0.0649
H 3.1100 -1.8684 2.5309 0.0971
H 2.1856 -0.0978 1.7123 0.0615
H 0.9246 -0.6732 0.7310 0.0933
C -0.3250 1.3290 -1.5103 -0.1218
C -1.6907 0.7869 -1.1786 -0.3781
N -2.5684 1.7967 -0.6232 -0.0619
H 0.1811 1.7866 -0.5886 0.1005
H 0.2766 0.5388 -1.7271 0.0271
H -0.3578 2.0509 -2.2186 0.0317
H -2.0770 0.4208 -2.1420 0.0954
H -1.7301 -0.0612 -0.3374 0.1431
H -2.9962 2.4108 -1.3587 0.0843
H -3.2580 1.3689 0.0453 0.0787
```



Record 3
The following is a quantum chemistry calculation of a single C4H6S3 molecule, from the OMol25 dataset.

Properties
- net charge = 0
- Kohn-Sham gap (eV) = 8.54
- energy relative to the best compared isomer or geometry (same formula, charge and spin) (kcal per mole) = 19.0
- LUMO level (hartree) = -0.0134
- structure (SMILES) = S=C[C@H]1S[C@H]1CS

The geometry in XYZ format:
```
13
Properties=species:S:1:pos:R:3:lowdin_charge:R:1
S 1.3867 2.1533 -0.0153 0.7051
C 0.0507 1.3254 -0.3487 -0.7361
C -0.9052 0.6780 0.5918 -0.6448
S -2.3390 0.0006 -0.1766 0.9001
C -0.9022 -0.8114 0.5171 -0.6334
C -0.0434 -1.5796 -0.4474 -0.5951
S 1.6725 -1.6983 0.1668 0.6869
H -0.3006 1.2390 -1.3838 0.0505
H -1.1070 1.1414 1.5654 0.1184
H -1.0427 -1.3337 1.4499 0.1094
H -0.4130 -2.6221 -0.5911 0.0822
H -0.0089 -1.2125 -1.5103 0.0881
H 2.1506 -2.1757 -1.0050 -0.1314
```



Record 4
The following is a quantum chemistry calculation of 2 unconnected molecules or ions with the total composition C18H26N8O3, from the OMol25 dataset.

Properties
- net charge = 0
- Kohn-Sham gap (eV) = 8.75
- LUMO level (hartree) = 0.0173
- structure (SMILES) = CNC(=O)[C@H](CC(N)=O)NC(C)=O.C#CCCCn1c(C)nc2c(N)ncnc21

The geometry in XYZ format:
```
55
Properties=species:S:1:pos:R:3:lowdin_charge:R:1
C 6.3894 -3.5941 0.0133 -0.0524
N 5.3244 -2.7610 0.5665 0.0323
C 4.1180 -3.2096 0.9290 -0.4620
O 3.8044 -4.3911 0.8124 0.0481
C 3.1009 -2.2286 1.5508 -0.1741
C 2.1972 -1.5813 0.4851 -0.0438
C 1.0189 -0.8271 1.0732 -0.5489
N 0.6640 0.2981 0.5063 0.1982
O 0.3861 -1.2457 2.0294 0.0233
N 3.6387 -1.1913 2.4518 0.1264
C 4.4892 -0.2061 2.1604 -0.5427
C 4.8547 0.7186 3.2962 0.0086
O 4.9632 -0.0203 1.0474 0.0246
H 6.1090 -3.9335 -0.9853 0.0850
H 7.3173 -3.0237 -0.0450 0.0837
H 6.5430 -4.4687 0.6491 0.0854
H 5.4861 -1.7626 0.6506 0.0900
H 2.4529 -2.8621 2.1604 0.1527
H 1.7948 -2.3615 -0.1606 0.1394
H 2.7907 -0.9108 -0.1348 0.1147
H -0.2158 0.6893 0.8302 0.0646
H 1.1581 0.6503 -0.2891 0.1107
H 3.3011 -1.2207 3.4008 0.1509
H 5.4136 0.1629 4.0466 0.0867
H 3.9471 1.1287 3.7359 0.0849
H 5.4696 1.5304 2.9093 0.0867
C -3.0474 4.9042 -4.3712 0.1105
C -3.4593 3.7613 -4.3976 -0.1509
C -3.9517 2.3767 -4.4301 -0.2117
C -3.4970 1.5995 -3.1895 -0.1815
C -4.1880 2.0958 -1.9115 -0.1190
N -3.5843 1.4432 -0.7420 0.0412
C -2.4601 1.8573 -0.0393 -0.3152
C -1.6916 3.1187 -0.2947 0.0019
N -2.1194 0.9983 0.8929 0.1432
C -3.0736 -0.0258 0.7982 -0.1428
C -3.2958 -1.2209 1.4579 -0.3600
N -2.4699 -1.6754 2.4237 0.1594
N -4.2778 -2.0497 1.1777 0.1162
C -5.1102 -1.6761 0.2017 -0.1883
N -4.9893 -0.5515 -0.5142 0.1245
C -3.9760 0.2466 -0.1934 -0.2592
H -2.6841 5.9128 -4.3573 0.0252
H -5.0445 2.3731 -4.4974 0.1212
H -3.5609 1.8864 -5.3272 0.1185
H -2.4099 1.6835 -3.0883 0.1135
H -3.7335 0.5388 -3.3251 0.1185
H -5.2586 1.8667 -1.9536 0.1306
H -4.0925 3.1816 -1.8134 0.1183
H -2.3356 3.9869 -0.1300 0.0863
H -1.3335 3.1392 -1.3270 0.0772
H -0.8327 3.1879 0.3785 0.0834
H -2.5953 -2.6649 2.5813 0.1038
H -1.5086 -1.3317 2.3393 0.0579
H -5.9353 -2.3408 -0.0383 0.1045
```



Record 5
The following is a quantum chemistry calculation of 2 unconnected molecules or ions with the total composition C3H5NO2, from the OMol25 dataset.

Properties
- net charge = 0
- Kohn-Sham gap (alpha / beta) (eV) = 9.96 / 9.96
- energy relative to the best compared isomer or geometry (same formula, charge and spin) (kcal per mole) = 120.6
- LUMO level (alpha / beta) (hartree) = -0.0165 / -0.0165

The geometry in XYZ format:
```
11
Properties=species:S:1:pos:R:3:lowdin_charge:R:1
O -2.0057 0.1526 -0.1766 -0.0520
C -0.7402 0.7582 -0.0565 -0.2482
C 0.1991 -0.2589 0.5604 -0.0371
O 1.3266 -1.1625 -0.7261 -0.1941
C 1.4994 0.1730 0.9393 -0.2251
N 2.6219 0.0713 0.6441 0.2049
H -2.5386 0.6718 -0.7904 0.0973
H -0.2892 1.0294 -1.0153 0.1330
H -0.8061 1.6842 0.5519 0.1384
H -0.3085 -0.9356 1.2612 0.1415
H 1.3238 -1.8250 -1.4542 0.0415
```



Record 6
The following is a quantum chemistry calculation of a single C6H6N2 molecule, from the OMol25 dataset.

Properties
- net charge = 0
- Kohn-Sham gap (eV) = 8.12
- energy relative to the best compared isomer or geometry (same formula, charge and spin) (kcal per mole) = 6.0
- LUMO level (hartree) = 0.0357
- structure (SMILES) = c1cc2[nH]ccn2c1

The geometry in XYZ format:
```
14
Properties=species:S:1:pos:R:3:lowdin_charge:R:1
C 2.1452 -0.0198 -0.0149 -0.1214
C 1.3038 -1.1575 -0.0049 -0.0670
C 0.0128 -0.6825 0.0481 -0.2879
N -1.3109 -1.0858 0.0184 0.0909
C -2.1101 0.0497 -0.0378 -0.0885
C -1.2825 1.1526 0.0116 -0.0302
N 0.0471 0.6709 -0.0055 -0.0423
C 1.3690 1.1217 -0.0208 -0.0856
H 3.2444 -0.0563 0.0485 0.1011
H 1.6742 -2.1819 -0.0050 0.0906
H -1.6140 -2.0210 -0.0655 0.1352
H -3.1843 0.0319 -0.0738 0.1035
H -1.5433 2.1963 0.1584 0.1088
H 1.6407 2.1502 -0.0412 0.0927
```



> What is the net charge in the third record?

0